No. 1
9 unconnected molecules or ions with the total composition C43H60N9O3P2 in a non-equilibrium geometry, computed with ωB97M-V with the def2-TZVPD basis set.

Each line ends with the Mulliken charge.
Geometry (Å):
H -1.388 -4.003 2.461  0.370
C -0.731 -0.567 -1.875  0.341
C -0.354 -1.979 -2.120  0.174
C 3.773 1.546 0.420  0.163
C -4.425 7.911 -0.806  -0.498
N -2.077 -4.388 7.438  0.032
H 2.938 -2.096 0.815  0.235
C -4.903 5.879 0.025  -0.279
N -3.774 5.793 -0.748  0.080
H -4.670 -0.301 -1.146  0.290
C -7.400 2.872 -7.794  -0.408
H -2.726 2.188 -4.473  0.339
H 4.806 -4.787 1.629  0.205
H 2.745 2.086 -1.357  0.230
O 1.037 1.817 -1.866  -0.720
H -2.718 -1.202 7.204  0.396
C -6.217 3.484 -7.470  -0.486
C 5.115 1.496 0.704  -0.801
C -2.540 -2.202 -3.356  -0.449
C -0.828 -4.918 2.572  -0.688
C 0.964 -2.647 -1.613  -0.814
C 7.154 -0.147 -3.327  -0.241
C 9.336 0.346 -3.122  -0.549
H 0.294 1.610 0.926  0.317
H 1.817 -2.188 -2.194  0.333
H -4.453 -2.594 8.760  0.390
H -1.034 -3.881 -3.055  0.417
H -0.413 -5.263 0.525  0.171
H 7.165 0.189 -5.536  0.372
H 1.992 -3.910 4.615  0.660
H -3.748 -0.461 -3.423  0.228
H -5.304 5.008 0.518  0.338
H -4.465 8.965 -1.034  0.402
H 2.665 2.990 2.791  0.389
H 1.084 1.554 -2.809  0.326
C -3.480 7.030 -1.261  -0.394
H -8.224 3.331 -8.316  0.400
C 5.117 -4.028 3.579  -0.451
H 0.684 -7.539 3.872  0.414
H 6.136 -0.424 -3.101  0.493
H 10.349 0.543 -2.809  0.391
H 3.362 4.430 4.981  0.409
C -2.019 -0.033 -2.388  -0.387
H -4.758 3.649 -2.466  0.263
H 2.339 -4.816 2.082  0.708
H 4.971 2.481 -2.452  0.452
H 5.549 1.210 1.650  0.458
C -7.333 1.539 -7.314  -0.517
H 1.413 -3.537 0.446  -0.280
C 0.355 -6.690 1.887  -0.614
H 2.910 1.327 1.028  0.231
N 4.407 -4.491 2.504  0.019
H 8.190 -0.195 -1.343  0.483
C 1.192 -2.551 -0.041  0.290
C -4.405 3.320 -3.482  -0.989
H -5.663 0.531 -6.225  0.344
H 3.993 2.615 6.898  0.391
C -3.197 -4.297 8.221  -0.493
N -0.314 -5.565 1.478  0.098
H -2.229 3.636 -3.549  0.391
H 9.591 0.706 -5.190  0.195
H -5.864 4.488 -7.647  0.370
H -3.328 1.090 0.183  0.322
H 2.894 0.571 3.407  0.125
H 4.478 -3.351 5.555  0.449
C -6.110 1.382 -6.714  -0.327
H -0.916 -3.013 6.292  0.360
H -3.606 -5.169 8.703  0.377
P -2.397 1.768 -1.971  0.040
C 3.069 -4.488 2.805  -1.300
C 7.645 0.158 -4.571  -0.673
H -4.077 2.664 -0.274  0.131
H 3.644 0.177 5.764  0.448
C 3.503 1.160 5.345  -0.502
H -4.508 2.743 -6.468  0.198
H 0.838 -7.337 1.172  0.382
H -5.115 2.578 -3.943  0.220
C 2.926 -4.027 4.088  0.203
C 4.225 -3.734 4.579  -0.941
C 5.809 1.885 -0.469  -0.556
H -4.459 4.246 -4.125  0.354
N 3.090 1.319 4.049  0.176
C 2.983 2.656 3.765  -0.296
C 0.260 -6.764 3.253  -0.642
N 8.975 0.451 -4.438  0.022
P 0.464 0.523 -0.914  0.798
C -0.490 -5.641 3.686  0.066
N -2.865 -0.876 -3.108  0.250
H -8.095 0.781 -7.399  0.404
H -0.753 -5.390 4.702  0.454
H 6.877 1.955 -0.596  0.579
O 2.308 -1.673 0.202  -0.298
C -3.765 1.671 -0.683  -0.213
C 3.340 3.356 4.888  -0.615
C -2.693 -2.259 7.416  -0.486
H -6.191 7.569 0.527  0.403
C 3.671 2.407 5.891  -0.484
H -1.564 -5.233 7.257  0.200
C 8.227 -0.027 -2.408  -0.485
H -3.259 -2.838 -3.933  0.392
N 3.630 1.956 -0.879  0.280
N -5.434 2.570 -6.817  0.020
H -3.245 4.957 -0.914  0.139
C -4.969 0.786 -1.226  -0.968
C -1.767 -3.151 6.940  -0.370
H -5.221 0.963 -2.303  0.109
H 0.279 -2.075 0.415  0.169
C -3.600 -2.987 8.229  -0.403
H -2.626 7.174 -1.903  0.368
C -2.918 2.741 -3.504  -0.427
H 0.940 -3.738 -1.907  0.411
C 4.867 2.159 -1.428  -0.852
C -5.327 7.182 0.010  -0.541
H -5.900 0.913 -0.609  0.359
O -0.402 1.156 0.405  -0.386
C -1.322 -2.821 -2.887  -0.799
H 6.191 -3.950 3.540  0.419

The net charge is +1. The HOMO energy is -9.50 eV. For the LUMO energy, the calculation gives -0.173 Ha. Its electronic energy is -83684.4181 eV.



No. 2
A molecular structure, C43H61AlIN2P3Si in a non-equilibrium geometry, computed with ωB97M-V with the def2-TZVPD basis set.

Each line ends with the Mulliken charge.
Geometry (Å):
P 2.456 -0.056 0.164  0.695
H 5.101 1.688 -0.529  0.407
C -3.543 2.979 2.723  -1.155
H 0.834 1.685 5.370  0.496
H -0.613 2.283 4.493  0.288
C -5.021 -0.719 0.065  -1.639
H -4.089 -1.832 4.418  0.547
C -0.297 2.227 -4.166  -0.103
C -2.767 1.875 3.122  -0.841
H 1.465 -0.672 5.418  0.593
H -3.224 -0.352 4.962  0.369
H 0.897 1.906 3.605  0.153
C -0.327 1.559 -2.907  -0.627
C 0.096 2.251 -1.727  1.039
H -4.293 3.376 3.419  0.428
C 3.788 3.377 2.133  -1.111
H -5.510 -1.200 -0.801  0.394
H 0.555 4.232 1.465  0.489
H -0.795 -0.143 5.102  0.813
C -3.602 -0.918 0.031  1.281
C 0.254 1.602 4.428  -1.424
P -0.884 -0.166 -2.786  1.125
H 1.320 0.177 -4.760  0.233
H -3.634 -2.838 2.362  0.441
H -2.222 -1.116 -5.616  0.320
N -2.447 -0.999 -0.020  0.655
H -3.141 -2.108 -2.568  0.136
C -1.853 1.269 2.254  0.203
C -0.355 -1.138 -4.321  0.962
C -2.575 -2.843 2.604  -0.581
H 3.395 2.067 -2.192  0.249
H 0.879 -1.771 4.123  0.210
H -5.254 0.379 0.012  0.332
H -2.087 -2.876 1.633  0.057
C -2.286 3.058 0.648  -0.635
H 3.263 -2.721 -0.357  0.362
H -2.855 1.494 4.152  0.566
C 1.410 2.312 1.001  0.563
C 1.451 3.620 1.506  -0.176
H 2.203 -1.842 1.747  -1.017
H 1.112 5.210 -3.193  0.396
C -3.487 -0.985 4.095  -1.780
H 3.626 -0.030 3.000  0.599
C 0.162 -3.442 -1.141  -0.208
C 0.297 -4.885 1.189  -1.107
H 4.698 3.778 2.579  0.446
H -1.606 -1.999 4.311  0.445
C 0.589 3.581 -1.897  -0.823
C 0.175 3.565 -4.285  -1.041
H -2.920 2.045 -3.842  0.338
H 0.830 4.183 -1.006  0.294
H -2.760 0.807 -5.095  0.207
H 2.182 0.821 -2.541  -0.186
C -0.108 0.139 4.270  0.416
C 2.608 1.521 1.023  0.228
H -0.662 1.682 -5.055  0.204
H 0.173 4.029 -5.256  0.486
H -3.374 -1.670 -4.271  0.317
C 3.959 -0.978 2.590  -2.079
Si 0.023 1.467 0.013  -0.849
H -2.111 3.529 -0.312  0.433
C -3.475 -1.317 -3.247  -1.488
H 3.982 -3.366 1.074  0.467
H 4.834 -2.137 0.215  0.324
H 3.877 -1.798 3.348  0.363
H 0.040 -2.841 -2.040  0.209
H -3.883 4.444 1.126  0.434
I 0.076 -5.845 3.071  0.125
C 3.774 0.138 -1.176  0.389
H -0.810 -1.930 -6.249  0.493
C 0.653 4.203 -3.147  -0.771
C -3.188 1.016 -4.097  -1.639
H 4.630 1.376 1.857  0.363
H 1.766 -1.200 -3.710  0.012
H -4.250 1.023 -4.138  0.578
C 3.115 -1.372 1.344  2.491
H 3.816 -0.906 -1.531  0.700
H -4.131 -0.390 3.441  0.308
C 0.401 -5.583 -0.025  -0.466
H 2.557 5.127 2.562  0.355
C 3.841 -2.444 0.526  -1.775
H 0.545 -6.647 -0.048  0.515
H 0.151 -2.954 2.104  0.590
H -5.478 -1.132 0.959  0.460
H 1.903 -0.410 3.719  0.195
C -1.497 1.965 1.046  0.124
C 2.642 4.145 2.053  -0.861
C 3.230 0.967 -2.346  -1.202
C 3.757 2.030 1.672  -0.410
C -2.715 0.034 -3.029  1.008
C -1.137 -1.074 -5.651  -1.837
H 5.034 -0.911 2.346  0.339
H -4.540 -1.171 -3.083  0.451
N 0.009 -2.788 0.054  1.152
C 1.138 -0.896 -4.560  -1.101
H 0.487 -5.243 -2.173  0.542
C 1.105 -0.725 4.374  -1.493
C 5.145 0.616 -0.734  -1.897
H 5.862 0.457 -1.547  0.442
H -0.901 -0.155 -6.195  0.372
H 1.511 -1.475 -5.412  0.516
H -3.033 0.473 -2.067  -0.208
H -0.477 -2.180 -3.990  0.216
H 3.765 0.665 -3.250  0.601
C -3.289 3.579 1.487  -0.861
C 0.226 -3.497 1.166  0.430
C -2.223 -1.581 3.471  0.521
H -2.303 -3.767 3.107  0.120
H 5.504 0.083 0.136  0.375
Al -0.510 -0.958 0.291  -1.577
C 0.397 -4.797 -1.181  -0.843
P -1.038 -0.328 2.695  2.014

The net charge is +2. The HOMO energy is -11.68 eV. For the LUMO energy, the calculation gives -0.218 Ha. Its electronic energy is -98991.0267 eV.



No. 3
A molecular structure, C43H62ClN2O5Zr, computed with ωB97M-V with the def2-TZVPD basis set.

Each line ends with the Mulliken charge.
Geometry (Å):
H 1.343 -2.314 4.389  0.517
H -3.173 -3.851 -3.907  0.362
Zr 1.703 -0.569 0.646  2.395
H -1.939 -6.821 -1.953  0.387
H -1.470 -7.025 -4.952  0.467
H -2.348 4.607 1.078  0.341
O 4.558 2.259 1.525  -0.556
C 1.036 -2.699 -2.927  -0.121
C -1.010 0.870 1.268  0.409
H -4.418 2.717 4.340  0.320
C 1.344 -2.358 3.297  -1.541
C -2.565 -4.551 -4.484  -1.574
C 3.830 2.257 -0.783  0.278
C -1.830 -0.258 1.316  -0.890
C 1.839 6.120 -0.569  -0.529
H 0.130 -3.658 -4.590  0.500
H -3.175 -5.548 -2.006  0.391
H -5.935 1.890 4.688  0.461
C 3.428 6.269 1.239  -0.691
Cl 1.395 8.052 1.262  -0.212
C -5.013 1.242 2.837  1.847
H -3.237 -5.214 -5.032  0.456
H 2.641 -0.444 4.641  0.426
H 1.404 2.630 1.954  0.119
C 0.179 -3.474 -0.782  0.116
H 0.924 2.953 0.272  -0.014
C 1.897 -1.843 -3.871  2.303
C -5.799 -0.070 2.836  -2.113
H -0.143 3.314 3.862  0.355
C -1.653 -5.373 -3.562  1.938
C 0.965 -1.043 -4.796  -1.725
H -3.182 -6.842 -3.199  0.434
H 3.965 -2.274 3.719  0.408
C 4.110 5.187 0.709  -0.263
H 4.374 -1.182 2.377  0.162
H 4.999 4.796 1.185  0.508
N 2.308 -1.359 2.758  0.704
C 2.521 5.039 -1.119  1.056
H 3.033 0.575 3.234  0.286
N -0.038 -2.053 1.287  0.968
H 3.394 -0.315 -3.965  0.591
H -1.620 4.223 3.532  0.378
H -1.345 -4.959 -0.813  0.619
H -4.397 1.048 4.917  0.352
H -5.842 1.918 0.939  0.364
C -1.346 -1.564 0.749  -0.932
H -1.222 -1.486 -0.334  0.461
H -0.753 -2.853 3.127  0.424
H -0.781 5.368 0.796  0.385
C -3.112 -0.156 1.831  -0.103
H 2.761 2.238 -1.032  -0.272
C -0.720 -4.430 -2.805  -0.661
H 1.337 0.292 3.686  0.414
O 4.392 3.521 -0.964  -0.577
H 2.880 3.998 -2.968  0.331
C 2.286 6.716 0.596  0.174
C -2.745 2.157 2.213  -0.310
C 1.035 -2.665 -1.532  0.737
H 2.265 -0.074 -2.638  0.171
H 4.337 1.566 -1.461  0.317
H -5.279 3.235 1.972  0.314
H -5.321 -0.828 3.460  0.392
C 0.234 -3.410 0.720  -1.001
H 3.454 -3.352 -4.079  0.399
C -0.815 -6.344 -4.405  -1.597
C -5.770 2.261 1.973  -1.568
H -2.102 -2.337 0.926  0.589
C -0.691 -4.345 -1.418  -0.455
C 0.147 -3.603 -3.509  -0.161
H 3.695 -2.792 2.041  0.414
H 0.322 -0.377 -4.216  0.318
H -0.414 -1.128 3.115  0.378
H 1.228 -3.718 1.054  0.462
C -3.601 1.064 2.281  -0.696
H -3.731 -1.044 1.861  0.665
H 2.183 -3.484 -5.296  0.316
O 1.844 -1.831 -0.807  -1.683
H -0.199 -5.818 -5.135  0.303
H -0.490 -4.115 1.142  0.387
C 0.834 3.296 1.302  -1.662
C 3.982 1.717 0.628  0.209
H -3.118 3.113 2.557  0.420
C -4.931 1.757 4.281  -1.587
H -6.782 2.398 2.358  0.460
C -0.619 4.004 3.161  -1.964
H 1.693 -3.351 3.019  0.477
H 3.377 -2.193 -5.413  0.444
H -1.993 -3.979 -5.215  0.312
H 0.325 -1.688 -5.397  0.347
C -1.436 2.114 1.732  0.001
C -0.629 3.422 1.738  2.451
H -0.155 -6.940 -3.772  0.365
O 0.254 0.660 0.778  -0.514
H -5.918 -0.470 1.827  0.390
H 1.552 5.163 -3.026  0.532
H 1.559 -0.434 -5.479  0.474
H 0.960 6.512 -1.066  0.441
H -1.316 4.034 -0.235  0.374
C -2.533 -6.188 -2.616  -2.102
C 2.047 4.418 -2.405  -1.735
C 2.332 -0.155 3.634  -1.372
O 3.382 0.521 0.774  -0.480
H 3.775 6.758 2.138  0.466
C -0.050 -2.096 2.762  -0.696
H 1.323 3.619 -2.224  0.139
H -6.796 0.107 3.240  0.429
C 3.651 4.575 -0.446  0.187
C 2.827 -0.833 -3.189  -2.054
H 3.536 -1.308 -2.513  0.401
C 2.776 -2.779 -4.714  -1.709
C 3.674 -1.939 2.720  -1.051
H 1.297 4.282 1.360  0.489
C -1.314 4.416 0.788  -1.725
H -0.054 4.938 3.168  0.510

The net charge is +1. The HOMO energy is -10.67 eV. For the LUMO energy, the calculation gives -0.086 Ha. Its energy relative to the best compared isomer or geometry (same formula, charge and spin) is 10.0 kcal/mol. Its electronic energy is -72619.0645 eV.



No. 4
A molecular structure, C43H63BClF8N5NbO5 in a non-equilibrium geometry, computed with ωB97M-V with the def2-TZVPD basis set.

Each line ends with the Mulliken charge.
Geometry (Å):
H 8.317 -2.501 2.203  0.259
C 10.809 4.127 -2.470  -0.519
C 10.780 1.918 -1.557  -0.628
C 8.914 6.300 0.635  -0.304
H -5.444 -0.559 -0.862  0.148
C 4.510 -2.865 1.840  1.122
C 5.808 1.108 -3.019  -0.206
H 2.759 -4.188 2.165  0.370
H 1.882 6.175 -7.693  0.352
H 0.117 3.723 1.609  0.467
H 1.976 0.477 1.833  -0.046
H -2.000 -1.185 -1.708  0.474
Nb -1.367 -0.939 1.043  -0.507
H 2.354 7.163 -5.450  0.355
C 2.686 5.788 -7.076  -0.146
C -13.688 -5.382 5.662  -0.670
C 9.442 4.007 -2.664  -0.293
H -11.843 -3.991 -0.273  0.248
H 2.332 1.823 0.556  0.219
H -3.663 -3.073 -0.191  0.288
F 3.957 -2.045 2.869  -0.327
H -6.214 -3.601 -1.297  0.303
C -2.683 -1.051 -0.800  -0.726
C -14.036 -2.673 3.044  -0.734
H 8.867 4.817 -3.101  0.444
C 0.131 1.599 1.067  0.769
C -6.377 -2.489 -1.474  -0.703
H -3.184 -0.031 -0.946  0.317
C 10.852 6.973 2.416  -0.223
H 1.689 -2.341 1.860  0.380
B -3.080 0.313 2.031  0.579
C 11.488 3.059 -1.904  -0.152
H 8.818 1.025 -1.544  0.274
H 3.295 4.278 -8.489  0.353
H 8.171 6.016 -0.100  0.404
N 4.753 4.791 -5.489  -0.403
O 2.593 -3.255 0.226  -0.470
H 3.891 -4.733 0.848  0.465
F 5.147 -4.748 3.261  -0.306
H -8.042 -1.422 -0.280  0.382
H 6.801 1.412 -3.330  0.280
H 5.117 3.449 -6.999  0.354
N 3.252 0.325 -2.218  -0.275
H -9.633 -3.074 -2.162  0.412
C -3.796 -2.171 -0.852  -0.413
H 2.533 1.795 -3.457  0.364
H -5.592 -1.859 0.483  0.242
H -1.572 3.120 1.268  0.203
C 1.691 -2.181 0.741  0.670
C -5.303 -1.652 -0.600  -0.298
C -8.944 -3.251 -1.272  -0.590
H -8.164 -1.342 -2.097  0.308
H -13.426 -4.613 6.451  0.340
C 6.851 -4.160 1.608  0.688
N 11.224 6.318 1.306  -0.529
O -2.879 0.851 3.364  -0.667
F 6.249 -2.786 3.552  -0.311
C 4.352 -0.280 -1.746  -0.297
C 10.251 5.995 0.441  0.010
C 3.468 4.733 -7.522  -0.466
C -13.259 -3.335 1.797  -0.553
H -12.815 -6.100 5.531  0.225
C 1.693 1.503 1.449  -0.495
H 1.920 2.221 2.313  0.370
H -4.189 1.471 0.910  0.254
C 3.440 1.323 -3.094  -0.532
C -0.603 2.843 1.778  -1.141
H -11.476 -2.232 -0.773  0.362
H -1.388 -3.242 2.208  0.251
H 4.226 6.210 -4.104  0.347
F 5.001 -1.962 0.886  -0.268
H -0.675 2.720 2.899  0.218
C -13.624 -3.332 4.443  -0.466
H -3.755 1.015 3.766  0.229
H -9.657 -4.510 0.448  0.293
C 3.983 5.810 -5.082  -0.197
H -13.133 -4.447 2.002  0.290
F 9.149 -3.860 0.930  -0.282
H -6.136 -2.278 -2.566  0.220
H 11.329 5.033 -2.755  0.460
C -9.739 -3.434 0.104  -0.808
N -0.478 0.816 0.207  -0.611
C 9.542 7.321 2.704  -0.345
H -9.254 -2.779 0.895  0.396
H -11.129 -2.732 2.268  0.282
C 5.706 -3.652 2.581  0.344
F 7.735 -2.287 0.193  -0.176
H -12.123 -1.482 1.365  0.193
H 11.659 7.223 3.097  0.363
C 8.000 -3.108 1.300  0.119
H 4.171 -1.084 -1.042  0.457
H -13.894 -1.548 3.103  0.344
H -13.975 -3.248 0.916  0.325
F 7.487 -5.230 2.291  -0.328
H 9.299 7.848 3.618  0.358
C -7.881 -2.027 -1.229  -0.658
H 4.779 2.560 -4.235  0.453
O -13.939 -4.743 4.386  -0.321
H -3.820 -2.581 -1.928  0.331
H 11.276 1.065 -1.112  0.386
O -4.341 0.635 1.394  -0.329
H -14.271 -2.889 5.274  0.398
H 10.579 5.465 -0.446  0.319
N 8.735 2.916 -2.339  -0.274
C 4.687 1.749 -3.524  -0.168
H -0.132 -3.214 -0.191  0.330
H 0.438 -1.696 -0.993  0.264
H -15.145 -2.893 2.913  0.335
F 6.349 -4.744 0.428  -0.262
C 4.481 4.274 -6.696  -0.111
H -14.620 -5.974 5.944  0.192
H 6.495 -0.450 -1.694  0.369
C 9.414 1.897 -1.795  -0.074
Cl -0.152 -0.703 3.214  -0.449
H -12.524 -3.126 4.625  0.292
C -11.292 -3.027 0.013  -0.575
C 8.556 6.976 1.791  -0.416
H 12.557 3.115 -1.735  0.379
C 2.945 6.340 -5.831  -0.442
C -11.901 -2.589 1.437  -0.486
C 3.363 -3.815 1.284  -0.875
H 7.519 7.232 1.980  0.363
H 2.221 -1.216 0.423  -0.346
O -2.150 -2.738 1.851  -0.740
C 0.280 -2.167 0.043  -0.930
C 5.642 0.073 -2.111  -0.431
H -8.382 -4.217 -1.464  0.345

The net charge is -1. The HOMO energy is -3.90 eV. For the LUMO energy, the calculation gives 0.069 Ha. Its electronic energy is -99786.6760 eV.